No. 1
# C34H37MnN5O2P

C34H37MnN5O2P as an isolated structure (the ωB97M-V functional and the def2-TZVPD basis, OMol25).

Atoms and positions in Å:
Mn  0.42531  -1.60038  1.35250
C  -3.09184  0.34796  0.55409
C  -1.62688  -0.05431  0.36421
N  -0.80672  -0.09975  1.51397
C  -1.28916  0.36967  2.79602
C  -0.28986  -0.07551  3.84731
N  -0.09181  -1.52852  3.71462
C  0.82256  -2.06932  4.72354
C  2.27733  -1.74549  4.36412
N  2.55616  -2.08138  2.96461
C  2.83169  -3.51165  2.73291
C  1.66598  -4.17301  1.97952
N  1.31345  -3.30609  0.86381
C  2.04769  -3.27071  -0.19860
C  3.13656  -4.24584  -0.52738
C  1.74796  -2.19558  -1.13652
C  2.02898  -2.31328  -2.49048
C  1.49635  -1.40874  -3.37797
C  0.68709  -0.40670  -2.87031
C  0.53295  -0.26253  -1.49297
N  1.09062  -1.10984  -0.62279
H  -3.44610  0.13056  1.55972
H  -3.71981  -0.20822  -0.13679
H  -3.23555  1.41135  0.36825
H  -2.26076  -0.07284  3.05689
H  -1.40121  1.45816  2.83813
H  -0.63976  0.18914  4.85091
H  0.66616  0.42384  3.67017
H  -1.00097  -1.96475  3.83351
H  0.68942  -3.15210  4.76926
H  0.60437  -1.66599  5.71843
H  2.93212  -2.29881  5.04530
H  2.47051  -0.68419  4.51469
H  3.33414  -1.52735  2.63557
H  3.00079  -4.03442  3.67749
H  3.73583  -3.60781  2.13026
H  0.79143  -4.24396  2.62579
H  1.93395  -5.18751  1.68115
H  3.28231  -4.98460  0.25341
H  4.07222  -3.70668  -0.68596
H  2.90434  -4.78197  -1.44776
H  2.62097  -3.14526  -2.84498
H  1.65925  -1.48763  -4.44382
H  0.18133  0.26714  -3.54306
O  -1.51919  -2.81870  -1.86765
C  -1.80544  -1.73292  -1.43175
O  -1.57031  -1.46441  -0.13293
C  -2.46309  -0.66738  -2.25693
C  -3.45562  -1.10679  -3.12260
C  -4.18593  -0.19789  -3.87237
C  -3.90627  1.15305  -3.77084
C  -2.87624  1.59475  -2.94889
C  -2.14721  0.70223  -2.17309
P  -0.72755  1.11589  -1.09083
C  -0.86426  2.55200  0.08361
C  -1.83438  3.51811  -0.17858
C  -1.95387  4.63938  0.62791
C  -1.07986  4.82669  1.68702
C  -0.09138  3.88725  1.93398
C  0.01579  2.75063  1.14417
C  0.28973  2.28253  -2.24047
C  1.55992  2.53819  -1.71038
C  2.43697  3.42111  -2.31273
C  2.05740  4.08134  -3.47428
C  0.81588  3.82437  -4.02784
C  -0.05796  2.92634  -3.42184
H  -3.65064  -2.16893  -3.18932
H  -4.97581  -0.54390  -4.52528
H  -4.47897  1.87369  -4.33973
H  -2.66417  2.65232  -2.91840
H  -2.51122  3.39778  -1.01065
H  -2.72781  5.36662  0.41906
H  -1.16305  5.70745  2.31013
H  0.60023  4.03861  2.75370
H  0.77525  2.01375  1.36018
H  1.86342  2.02097  -0.80381
H  3.41257  3.60089  -1.87871
H  2.72733  4.78616  -3.94881
H  0.51718  4.32290  -4.94139
H  -1.00083  2.72082  -3.91045

Results
Multiplicity = 6
Frontier orbital gap (spin up / spin down) = 5.9162 / 5.9356 eV
Expectation value of S² = 8.762
Net charge = +1

---

No. 2
# C34H37N6O4PdSe

C34H37N6O4PdSe as an isolated structure (the ωB97M-V functional and the def2-TZVPD basis, OMol25).

Atoms and positions in Å:
Pd  -0.59398  0.12476  -1.22598
C  1.36930  -4.37568  4.36849
O  1.01304  -3.10562  3.83891
C  1.65136  -2.01754  4.33554
C  2.63816  -2.04567  5.31070
C  3.21585  -0.85647  5.74198
C  2.80683  0.36019  5.22576
C  1.80262  0.39027  4.26628
C  1.24092  -0.78735  3.80409
N  0.21621  -0.78912  2.82099
C  0.39976  -0.45571  1.51315
N  1.55341  0.16667  1.19788
C  2.11214  0.21229  -0.09685
C  1.36611  0.13065  -1.25707
C  2.05116  0.07545  -2.47709
C  3.42925  0.15700  -2.52359
C  4.17309  0.30475  -1.35502
C  3.51329  0.32319  -0.14077
O  4.11507  0.43488  1.07698
C  5.53412  0.44861  1.12030
N  -0.51315  -0.72156  0.61070
C  -1.69851  -1.38865  1.03552
C  -1.90412  -2.71954  0.71736
C  -3.09654  -3.35295  1.04529
C  -4.08623  -2.63995  1.69753
C  -3.89158  -1.30561  2.04262
C  -2.69633  -0.67643  1.72065
O  -2.40862  0.62073  2.00231
C  -3.31540  1.32114  2.84096
H  0.74340  -5.09953  3.85589
H  1.17555  -4.42104  5.44190
H  2.41984  -4.59983  4.17355
H  2.96656  -2.98332  5.73420
H  3.98817  -0.89196  6.49866
H  3.24747  1.28255  5.57715
H  1.44017  1.33220  3.87262
H  -0.53436  -1.44694  2.97705
H  2.23947  0.22423  1.93818
H  1.49348  -0.03317  -3.39840
H  3.94333  0.11300  -3.47545
H  5.24903  0.38331  -1.40240
H  5.80531  0.41771  2.17136
H  5.92711  1.36307  0.67048
H  5.94828  -0.42144  0.60821
H  -1.11718  -3.24683  0.19194
H  -3.24947  -4.39130  0.78486
H  -5.02294  -3.11808  1.95188
H  -4.67536  -0.76874  2.55698
H  -2.87422  2.29905  3.01048
H  -3.44133  0.80670  3.79597
H  -4.29104  1.44053  2.36270
O  -0.69028  1.07018  -3.08390
C  -0.33394  2.24744  -3.30601
C  0.24224  3.16486  -2.26201
C  1.71836  3.56480  -2.52036
C  2.21918  3.35687  -3.94961
C  1.49921  4.17393  -5.02136
C  -0.02556  4.07908  -4.91949
N  -0.48433  2.74811  -4.53264
H  0.15076  2.66137  -1.30170
H  -0.39404  4.05253  -2.22605
H  2.34674  2.97041  -1.85545
H  1.84903  4.61007  -2.23250
H  2.14571  2.29491  -4.19589
H  3.28451  3.59082  -3.98051
H  1.82480  3.82846  -6.00460
H  1.77572  5.22849  -4.95193
H  -0.49827  4.32590  -5.86794
H  -0.40446  4.79494  -4.18970
H  -0.83741  2.11209  -5.23187
Se  -3.86973  1.37209  -0.79842
N  -2.76932  0.07225  -1.32324
C  -3.50763  -0.92081  -1.78453
C  -3.00207  -2.13821  -2.33712
C  -3.89064  -3.06280  -2.76649
C  -5.31146  -2.85747  -2.67453
C  -5.83264  -1.71846  -2.16758
C  -4.93459  -0.69905  -1.71229
N  -5.31753  0.46516  -1.22566
H  -1.93235  -2.28722  -2.40493
H  -3.53200  -3.98996  -3.19421
H  -5.96906  -3.63886  -3.03119
H  -6.89745  -1.54481  -2.10175

Results
Frontier orbital gap = 7.0825 eV
Energy relative to the best compared isomer or geometry (same formula, charge and spin) = 0.0 kcal/mol
Net charge = +1

---

No. 3
# C34H38BBr4N9O2Ta

C34H38BBr4N9O2Ta as an isolated structure (the ωB97M-V functional and the def2-TZVPD basis, OMol25).

Atoms and positions in Å:
Ta  0.31654  -0.41629  0.12740
C  3.18383  -2.16443  -1.76751
C  1.75144  -2.50094  -1.99302
C  1.31332  -3.50616  -2.83344
C  -0.06634  -3.48567  -2.76571
N  -0.44326  -2.52196  -1.93096
N  0.66666  -1.88174  -1.43937
B  -1.91205  -2.08294  -1.66474
N  -2.19100  -2.17006  -0.14569
C  -3.25641  -2.65147  0.48076
C  -3.00897  -2.66133  1.84220
C  -1.74145  -2.13824  2.00348
C  -1.01998  -2.08476  3.30433
N  -1.24900  -1.78105  0.77181
N  -2.01948  -0.59308  -2.02187
C  -2.82967  -0.00627  -2.89180
C  -2.70280  1.36025  -2.75457
C  -1.76752  1.55858  -1.75976
C  -1.37902  2.92817  -1.32252
N  -1.32643  0.34864  -1.28006
N  -2.82168  -2.99109  -2.42978
C  -3.08856  -4.30794  -2.16984
C  -3.58775  -4.86815  -3.30768
C  -3.58973  -3.81974  -4.26252
C  -4.03450  -3.87313  -5.68625
N  -3.11472  -2.70796  -3.73650
H  3.74457  -2.44104  -2.65848
H  3.36829  -1.11722  -1.55084
H  3.57216  -2.74027  -0.92858
H  1.92989  -4.15660  -3.43007
H  -0.80102  -4.08874  -3.27630
H  -4.11558  -2.98593  -0.07668
H  -3.64995  -3.03986  2.62016
H  -1.52993  -2.75094  3.99726
H  0.01213  -2.41968  3.21269
H  -1.02479  -1.08522  3.73328
H  -3.42365  -0.61459  -3.55454
H  -3.21848  2.12463  -3.30993
H  -1.82408  3.63702  -2.01746
H  -1.75687  3.16429  -0.32922
H  -0.31030  3.08374  -1.33268
H  -2.87728  -4.75854  -1.21301
H  -3.91949  -5.88423  -3.44450
H  -4.94100  -4.46825  -5.78538
H  -4.22940  -2.87112  -6.06259
H  -3.26831  -4.33075  -6.31348
Br  5.83114  -1.05014  4.33616
C  4.11092  -0.75110  3.66391
C  3.11336  -0.21430  4.49575
Br  3.49679  0.21180  6.27680
C  1.82637  0.01458  4.00308
Br  0.46759  0.78807  5.03958
C  1.57030  -0.32493  2.68800
O  0.39309  -0.17136  2.02685
C  2.55416  -0.84102  1.86074
O  2.09568  -1.05479  0.59205
C  3.83850  -1.05752  2.32652
Br  5.14755  -1.70150  1.15666
C  1.96788  5.33124  3.35274
C  1.07210  4.27672  2.76723
C  -0.22367  4.08264  3.27460
C  -1.10370  3.10376  2.76566
C  -2.47821  2.95648  3.34714
C  -0.65396  2.30806  1.75291
C  0.64754  2.47125  1.17874
C  1.48990  3.49141  1.72057
N  1.00761  1.66246  0.16589
C  2.14326  2.03251  -0.77268
C  2.19106  3.54031  -1.12735
C  3.50126  1.59697  -0.20652
C  1.85414  1.23750  -2.04198
H  1.70551  5.54274  4.38778
H  1.87377  6.26220  2.78985
H  3.01300  5.02540  3.31795
H  -0.55827  4.70449  4.09874
H  -3.05828  3.87027  3.20782
H  -2.42081  2.77078  4.42120
H  -3.02072  2.13169  2.88699
H  -1.32835  1.56492  1.33571
H  2.49034  3.61975  1.34043
H  3.06920  4.01939  -0.69672
H  1.32201  4.10188  -0.79204
H  2.25857  3.65954  -2.20821
H  3.71830  2.05992  0.75455
H  4.27537  1.91069  -0.90865
H  3.57853  0.51842  -0.09269
H  0.93472  1.56001  -2.53005
H  1.79265  0.15651  -1.85082
H  2.67542  1.34432  -2.75094

Results
Multiplicity = 2
Frontier orbital gap (spin up / spin down) = 6.7061 / 5.4067 eV
Expectation value of S² = 0.784
Net charge = +2